[1]
# C29H29N5O8S

A cluster of 4 separate species, C29H29N5O8S in total in a non-equilibrium geometry (ωB97M-V with the def2-TZVPD basis set, the OMol25 dataset).

```
72
Properties=species:S:1:pos:R:3:forces:R:3:lowdin_charge:R:1
C 3.1481 3.9039 -2.8333 2.49 -0.46 0.25 -0.24
C -4.4833 -5.9054 0.2085 0.06 -0.16 0.60 -0.14
H 1.5647 -0.2398 -1.0861 0.14 0.28 -0.60 0.10
H 4.8362 -0.2274 -2.8793 -0.08 0.30 1.11 0.09
O -3.7000 -4.9336 -1.7269 -0.23 -0.17 0.17 0.07
C 0.3811 -4.4620 0.7681 0.21 0.05 -0.59 -0.16
S 5.5170 4.8384 -2.8559 -3.18 -2.55 0.23 0.94
C 2.4885 4.8630 2.8562 0.20 -0.05 -0.06 0.00
O -5.6062 -5.9426 -1.8018 0.28 0.10 0.19 0.07
C 4.5083 0.2334 -1.9085 -1.01 0.59 0.38 -0.05
O 2.0049 2.3649 1.8925 -0.30 0.16 0.06 0.07
H 1.7109 7.8785 4.1911 -0.01 -0.08 -0.02 0.11
H 0.1779 1.6949 -0.4960 -0.71 0.30 -1.14 0.11
C 2.6647 6.1473 3.3524 -0.19 -0.01 0.02 -0.06
C 0.8896 -5.5636 0.0911 0.02 -0.21 0.02 0.00
C 0.7249 4.9298 -3.2241 0.34 -1.45 -0.77 -0.05
H -2.5946 -4.8862 0.4448 -0.18 -0.05 -0.15 0.11
C -5.3448 -6.9957 2.1619 0.17 0.11 -0.03 -0.07
N -4.6065 -5.5674 -1.2134 -0.05 0.10 -0.41 -0.35
H 1.6184 -4.0543 -2.8539 -0.03 0.01 0.09 0.11
N 5.4720 3.1822 -2.4990 -2.12 0.19 -0.19 -0.26
H -1.2050 0.7866 -1.2021 0.58 1.10 -0.42 0.13
H -2.3784 -5.4920 2.8210 -0.12 -0.03 -0.02 0.08
C -3.2045 2.6751 -0.9961 0.14 1.04 0.80 -0.11
H 1.7278 -6.2661 -1.7548 -0.04 0.04 0.08 0.11
H -0.5519 6.8844 4.1365 0.04 -0.08 -0.04 0.11
C 0.7739 -3.0691 -1.1435 0.00 -0.13 0.06 -0.05
C 1.3353 -5.4124 -1.2150 -0.06 0.20 0.04 -0.06
H -3.8516 2.9333 -0.0985 0.66 -0.28 -1.08 0.07
N 1.0176 2.9721 2.2717 0.02 -0.34 -0.12 -0.34
H 5.3767 0.5843 -1.2739 -0.87 -0.24 -1.08 0.08
H -3.4838 1.6289 -1.2899 0.42 1.05 -0.02 0.08
H 0.3638 5.4827 -2.3159 0.43 -0.48 -0.95 0.08
N 3.8647 5.0525 -3.0422 -0.73 -0.84 0.23 -0.28
H -0.1420 4.4958 -3.8106 0.75 0.68 0.92 0.08
H -1.6712 2.5743 0.5680 0.13 0.16 -1.35 0.09
H -1.3001 3.8834 -0.6020 -0.54 -1.19 -0.20 0.12
C 0.1131 5.0333 3.2794 -0.22 -0.02 0.01 0.00
H 3.9594 -0.5255 -1.2686 0.61 0.75 -1.02 0.07
C -1.6936 2.8202 -0.5392 -0.02 -0.52 0.42 -0.21
C 1.2110 4.3179 2.8182 0.09 0.60 0.22 -0.14
O -0.1208 2.5360 2.2217 0.38 0.10 0.12 0.05
H 3.3474 4.3062 2.5028 -0.20 -0.09 -0.03 0.12
C 0.2976 6.3160 3.7768 0.19 -0.04 -0.05 -0.07
H -0.8834 4.6098 3.2557 0.17 -0.12 -0.08 0.12
H 0.9412 -6.5374 0.5619 -0.10 0.17 0.11 0.12
C 1.5707 6.8731 3.8090 0.00 0.01 0.01 -0.07
O -0.0306 -5.7321 2.6461 -0.03 0.47 -0.18 0.06
C 0.3236 -3.2128 0.1620 -0.06 0.19 0.02 0.00
C -3.3690 -5.4777 0.9186 0.17 0.07 0.01 0.01
C -3.2444 -5.8170 2.2591 -0.18 -0.06 -0.01 -0.06
H -3.4383 3.4557 -1.7708 0.06 -1.16 0.42 0.07
C -5.4772 -6.6580 0.8216 -0.18 -0.10 -0.03 -0.01
O 1.5355 -0.0445 -2.0449 0.66 1.17 0.28 -0.02
C 3.5390 1.4419 -2.2547 -0.87 -0.80 0.44 -0.10
C 4.1681 2.7882 -2.5142 -2.05 0.69 -0.24 -0.28
C -0.6945 1.8015 -1.2167 -1.04 -0.42 1.92 -0.20
O -0.2957 2.1617 -2.5575 2.13 -0.04 0.92 -0.06
O -0.5849 -3.6440 2.6914 0.06 -0.30 -0.13 0.08
H 3.6555 6.5850 3.3807 -0.06 -0.08 -0.02 0.11
C 2.0951 1.2288 -2.2822 1.59 1.89 -0.12 -0.14
N -0.1139 -4.6229 2.1381 0.12 -0.15 0.32 -0.35
H 1.2861 5.5858 -3.9492 -0.53 -0.46 1.09 0.08
H -0.0680 -2.3507 0.6885 -0.02 -0.20 0.11 0.12
C 1.2747 -4.1682 -1.8316 0.02 -0.02 -0.01 -0.06
H -6.1109 -7.5879 2.6487 0.03 0.05 -0.08 0.11
C -4.2288 -6.5781 2.8781 -0.03 -0.01 -0.02 -0.06
H -4.1252 -6.8481 3.9234 0.00 0.03 -0.08 0.11
C 1.0911 2.3659 -2.5710 2.90 2.26 -0.73 -0.13
H 0.7312 -2.1006 -1.6284 -0.07 -0.19 -0.01 0.09
C 1.6457 3.6948 -2.8670 -0.32 -1.41 0.51 -0.09
H -6.3502 -6.9884 0.2729 0.16 0.12 -0.12 0.12
```
Positions in Å, forces in eV/Å.

Calculated values
E_tot	-65198.075	eV
total charge	0
HOMO level	-0.30538	Eh
E_LUMO	-0.8	eV
SMILES	CCCOc1c(O)c(C)c2nsnc2c1C.O=[N+]([O-])c1ccccc1.O=[N+]([O-])c1ccccc1.O=[N+]([O-])c1ccccc1
largest force on an atom	4.1	eV/Å

---

[2]
# C25H21N5O9Re

A structure of composition C25H21N5O9Re in a non-equilibrium geometry (ωB97M-V with the def2-TZVPD basis set, the OMol25 dataset).

```
61
Properties=species:S:1:pos:R:3:forces:R:3:lowdin_spin:R:1
C -4.2506 0.1501 -0.8017 -0.22 -0.12 0.15 0.00
H -1.7444 1.7933 -4.3117 0.03 -0.01 -0.07 0.00
C -1.5466 -2.3754 1.2424 0.17 0.43 0.56 0.00
C 3.6861 1.5520 3.3568 -0.36 -0.04 -0.22 0.00
H 0.2641 -5.7997 3.8718 -0.02 -0.04 0.07 0.00
C -0.9528 1.3427 -4.9293 -0.03 -0.48 0.41 0.00
C -0.1345 0.3428 -4.0766 -0.91 -0.28 -1.10 0.00
C -4.2710 1.5158 -0.4926 0.30 0.17 0.18 0.01
O -0.0614 -2.1200 -0.4876 0.40 1.36 1.51 0.28
C -3.3882 -0.7009 -0.1606 0.20 0.00 -0.10 0.01
N -1.4410 -0.9463 1.2764 2.49 -0.56 0.35 -0.03
H -1.6763 -4.6895 2.7760 -0.15 -0.06 -0.06 0.00
H -0.1471 3.5711 -3.8315 0.05 0.02 -0.06 0.00
H 0.5461 -0.2024 -4.7376 0.03 0.01 0.18 0.00
C -3.3312 2.0421 0.4042 -0.39 -0.17 -0.05 0.00
O -0.1199 2.3214 -5.4723 0.11 0.08 -0.45 0.00
Re 0.6797 -0.7065 0.8327 1.00 0.52 0.79 0.51
C -2.4137 -0.1868 0.7375 -0.77 0.75 -0.63 0.01
H -3.3958 -1.7469 -0.4206 -0.06 -0.14 0.00 0.00
H -2.5581 -2.7550 1.4237 0.20 0.01 -0.18 0.00
C 0.6049 0.8282 -1.8566 0.15 0.37 -0.76 0.01
C -2.4278 1.2073 1.0124 0.23 -0.06 0.20 0.00
C 1.5973 -4.1764 3.4139 -0.18 0.08 -0.07 0.00
H 3.5919 2.2749 4.1528 -0.02 0.06 0.05 0.00
H -3.3247 3.0991 0.6312 -0.01 0.05 0.03 0.00
H 5.9034 -0.2604 1.5135 0.10 -0.01 -0.03 0.00
H -4.9338 -0.2351 -1.5456 -0.06 0.01 0.00 0.00
H 2.6445 -2.4107 2.7851 -0.06 0.04 -0.03 0.00
C -0.5167 -2.9958 2.1717 -0.42 -0.43 -0.08 0.01
C 1.0977 1.5004 2.9840 1.88 0.93 0.75 0.00
H -6.1082 3.1026 0.2667 0.16 -0.19 -0.16 0.00
O 0.7832 2.3668 3.7494 -0.03 -0.39 -0.25 -0.02
H 1.1597 3.8043 -5.0342 -0.03 -0.05 0.15 0.00
O 4.5764 -1.7568 -0.3880 -0.57 0.02 0.04 0.03
H -1.7318 1.5868 1.7428 0.09 0.05 0.00 0.00
H -0.7936 -0.3656 -3.5736 0.10 0.05 0.04 0.00
N 0.6610 1.0804 -3.1085 -0.11 -0.31 0.98 0.02
C -5.1744 2.4187 -1.2944 1.05 -0.81 -0.46 0.00
O 2.3864 -1.4686 -0.1170 -4.11 -0.23 -0.10 0.04
N 0.6684 -2.3645 2.1834 -0.16 0.38 -0.39 0.00
O -6.0374 3.1969 -0.6949 -0.67 0.68 0.24 0.00
O -1.1749 -2.7858 -0.0811 -0.15 -0.74 -0.90 0.15
H 1.9959 2.6916 -2.8960 -0.04 -0.10 0.02 0.00
N 2.6300 0.1986 1.7486 -1.68 -0.95 -0.56 -0.01
C -0.7096 -4.2154 2.7956 0.04 0.36 -0.17 0.00
O -4.9942 2.3958 -2.4819 -0.37 0.23 0.13 0.00
H 2.2051 1.6737 -4.3527 -0.01 0.01 0.17 0.00
C 1.6989 -2.9377 2.8037 0.60 -0.23 0.27 0.00
N 0.5508 0.6146 -0.7123 -0.14 -0.32 0.81 0.01
H -1.3999 0.8181 -5.7757 -0.05 -0.02 0.21 0.00
C 3.6250 -1.2694 0.1547 2.58 1.13 1.35 0.00
C 0.5592 3.0629 -4.5046 0.36 -0.07 0.51 0.00
H 2.4663 -4.6316 3.8619 0.08 0.06 0.06 0.00
H 5.8270 1.3952 3.4127 0.01 0.02 0.01 0.00
C 0.3719 -4.8272 3.4153 0.14 0.23 -0.04 0.00
C 4.9173 1.0623 2.9327 -0.04 -0.05 -0.03 0.00
C 1.4782 2.1355 -3.6768 0.44 1.11 -0.77 0.00
O 0.2819 0.8151 2.2417 -1.29 -2.11 -2.35 -0.02
C 3.7817 -0.2654 1.3125 0.69 -0.55 -0.50 0.00
C 4.9772 0.1455 1.8889 -0.37 -0.08 -0.19 0.00
C 2.5421 1.0892 2.7191 -0.20 0.37 0.53 0.00
```
Positions in Å, forces in eV/Å.

Calculated values
E_tot	-54254.925	eV
total charge	+2
HOMO level (spin up / spin down)	-0.52278 / -0.52423	Eh
E_LUMO (spin up / spin down)	-9.9 / -9.8	eV
largest force on an atom	4.1	eV/Å
spin multiplicity	2

---

[3]
# C17H19NO2S

A structure of composition C17H19NO2S in a non-equilibrium geometry (ωB97M-V with the def2-TZVPD basis set, the OMol25 dataset).

```
40
Properties=species:S:1:pos:R:3:forces:R:3:lowdin_charge:R:1
C 5.3195 0.3347 0.0114 2.40 0.01 -0.87 -0.22
H -0.4966 -2.8907 0.6727 2.10 -0.84 1.57 0.09
C -3.5109 2.5962 -0.6008 1.09 -5.29 5.25 0.03
H 4.2086 2.0534 1.1713 -0.01 -3.18 -3.21 0.21
C 2.6237 -0.7742 -0.3224 2.15 3.27 -2.38 -0.08
C -5.8328 1.9519 -0.3433 -1.54 -6.29 2.75 -0.13
H 6.0308 -1.4571 -0.8970 -2.07 0.99 -0.27 0.16
H -1.6844 -0.5880 1.3439 -1.07 -3.93 0.52 0.17
H -1.8873 -3.3141 -0.0608 -1.45 -2.20 -0.95 0.07
C -3.0867 1.1539 -0.0097 -5.06 1.19 -2.82 0.00
H -2.1176 0.7048 0.1324 0.63 0.84 -0.36 0.01
C 5.0548 -0.8386 -0.6975 4.58 -2.32 -0.50 -0.02
C -5.6216 0.6419 0.1212 7.35 2.82 -2.33 -0.07
C -0.9014 -1.6836 -1.0785 0.23 -2.26 3.34 0.01
H -2.6838 3.3155 -0.5173 -0.77 0.00 -0.67 0.09
H -6.8276 2.0662 -0.4834 -2.98 1.60 -0.54 0.08
H -2.3373 -2.2632 2.2581 0.31 -0.06 0.28 0.07
N 1.3579 -1.1142 -0.8840 11.70 1.61 1.22 0.15
H 1.5581 -1.9037 -1.2093 1.24 -8.61 -4.52 0.08
H 6.2361 2.1402 1.9934 1.63 -1.06 -1.72 0.11
C 6.8206 2.0030 0.9711 0.35 3.75 -0.43 -0.20
C -2.1670 -1.8457 1.2791 -2.88 8.81 2.79 -0.46
C -4.8919 2.8361 -0.3862 5.56 2.79 -2.82 -0.17
C -1.4136 -2.5242 0.3888 3.32 -0.34 -6.62 -0.26
O 6.7082 0.8601 0.2199 -4.32 -3.54 -0.60 -0.14
H 6.3316 2.8789 0.3284 1.26 -1.31 1.30 0.11
H 3.6890 -2.1173 -1.3399 -1.63 -13.25 -6.62 -0.02
S -3.9481 -1.4647 0.7254 0.01 -0.91 -0.13 0.89
H -6.2617 -0.0886 0.0471 -4.06 -3.51 0.18 0.03
C 0.2430 -0.9055 -0.6367 -13.39 11.82 5.94 -0.37
H -0.5746 -2.4578 -1.7700 -0.44 -0.04 -0.21 0.12
H -1.7690 -1.1501 -1.3161 -0.88 1.02 -0.87 0.08
C 2.8116 0.4896 0.1993 2.56 -2.04 -1.14 0.00
C 4.1554 0.9021 0.2564 -1.77 7.12 6.38 -0.04
H -5.1597 3.7615 -0.7298 -0.87 2.69 -0.43 0.07
C -4.2191 0.1844 0.0785 1.45 3.14 2.19 -0.50
H 8.0047 2.1061 0.9400 -2.64 0.36 0.89 0.13
C 3.8302 -1.3411 -0.9839 -0.71 12.43 8.40 0.03
O 0.0222 0.4187 0.0740 0.21 -6.47 -2.87 -0.19
H 2.0231 1.1459 0.2678 -1.59 1.21 0.88 0.07
```
Positions in Å, forces in eV/Å.

Calculated values
E_tot	-34343.689	eV
total charge	0
HOMO level	-0.28515	Eh
E_LUMO	0.2	eV
relative energy (zero: lowest compared OMol25 entry of this formula, charge and spin)	1416.8	kJ/mol
largest force on an atom	18.8	eV/Å

---

[4]
# C3H7NOS

The molecule C3H7NOS in a non-equilibrium geometry (ωB97M-V with the def2-TZVPD basis set, the OMol25 dataset).

```
13
Properties=species:S:1:pos:R:3:forces:R:3:lowdin_charge:R:1
O 0.1407 -0.9147 0.7651 1.16 -0.41 -0.46 -0.18
C -1.2925 0.9699 -0.6029 1.06 -0.93 0.91 -0.08
H -2.0464 0.4297 -0.0240 -0.09 0.34 0.14 0.09
H -0.9810 0.2158 -1.3247 0.32 0.11 -0.12 0.06
C -0.1352 1.3573 0.3588 -1.21 -0.10 -0.91 -0.87
C 0.9066 -1.7576 -0.1256 -0.60 0.24 -0.60 -0.07
H 2.0236 -1.6717 -0.0030 -1.27 -0.41 0.33 0.11
H 0.6656 -1.4770 -1.1605 0.27 0.24 0.10 0.07
H 0.4150 -2.7277 -0.0220 0.79 -0.21 0.37 0.09
N 0.7156 0.3565 0.7158 -0.11 0.38 0.93 -0.08
S 0.0773 2.8511 0.9604 0.08 0.44 -0.04 0.66
H 1.2327 0.5680 1.5886 -0.35 -0.24 -0.75 0.14
H -1.7219 1.8005 -1.1259 -0.05 0.56 0.09 0.06
```
Positions in Å, forces in eV/Å.

Calculated values
E_tot	-17595.156	eV
total charge	0
HOMO level	-0.31433	Eh
E_LUMO	0.6	eV
SMILES	CONC(C)=S
relative energy (zero: lowest compared OMol25 entry of this formula, charge and spin)	267.6	kJ/mol
largest force on an atom	1.7	eV/Å

---

[5]
# C12H31F6LiN7O4P

A structure of composition C12H31F6LiN7O4P in a non-equilibrium geometry (ωB97M-V with the def2-TZVPD basis set, the OMol25 dataset).

```
62
Properties=species:S:1:pos:R:3:forces:R:3:lowdin_charge:R:1
N -2.4664 2.9511 1.8216 -1.27 -2.04 -1.28 0.18
H -2.3467 3.5888 -4.3844 -0.66 -0.15 -0.29 0.11
O 0.3755 -0.9736 -0.5154 -0.33 -1.44 -0.20 -0.12
C 3.2635 -0.7700 1.7452 -0.45 0.13 -0.28 -0.14
H 4.1134 -1.6159 -0.7883 0.70 -0.41 -0.21 0.08
H -3.9010 0.0838 0.8745 0.66 0.67 -0.19 0.12
C -1.9065 1.9116 -3.2721 1.01 -2.26 1.47 -0.69
N -3.0486 1.2688 -3.4893 0.23 -0.50 0.45 0.22
F -1.1954 -3.4701 -1.6017 -0.28 -0.17 -0.03 -0.14
H 2.2111 1.1803 0.4680 -0.26 0.64 -0.27 0.07
C 0.6721 -2.2171 1.5772 -0.12 -0.25 0.94 -0.46
C -0.7618 -1.8655 1.9112 -0.70 0.24 -1.40 -0.04
C 0.6593 -3.7339 1.0976 0.54 0.96 -1.05 0.00
H 0.2828 -4.3667 1.9068 0.34 0.16 -0.01 0.09
H -1.3132 -2.1054 1.0044 -0.69 -0.70 0.26 0.07
F -3.5907 -1.8450 -3.2022 0.77 -0.46 0.12 -0.23
H 3.3862 -2.8166 2.1149 -0.76 0.59 0.72 0.13
H 1.6451 3.2879 -0.5033 -0.81 0.75 0.30 0.10
C 0.6213 4.5817 0.7353 0.19 0.28 1.99 -0.62
N 1.8062 5.2709 0.9782 -1.00 -0.19 -0.47 0.14
C -2.6191 1.7890 1.1021 0.70 -2.11 -1.20 -0.55
H 2.9678 -2.9194 -0.3961 0.28 -1.89 1.17 0.03
H 2.6067 -1.8980 -1.6210 -0.10 0.67 0.00 0.09
F -1.9115 -1.3297 -1.7483 0.62 1.09 0.32 -0.24
H 1.1154 -1.2283 3.4235 -0.32 0.75 0.37 0.12
H 1.6290 -4.0913 0.6906 -0.40 0.12 0.76 0.07
C 2.5200 -0.8575 0.3764 0.00 -0.95 -0.03 -0.47
H 1.3918 -2.9104 3.5529 -0.79 -1.09 0.39 0.11
P -2.3817 -2.7424 -2.4024 -2.40 1.48 -1.40 0.19
H -1.0137 -0.8123 1.9743 0.79 0.43 0.50 0.07
H 0.0898 2.8338 -0.0980 0.32 1.17 -0.45 0.10
Li -1.0376 0.2549 -1.0314 -0.12 0.03 -0.13 0.63
C 1.4840 -2.0832 2.8970 0.60 0.43 -1.06 -0.14
H -1.6377 3.4636 1.4869 -0.48 0.71 0.71 0.06
N 0.7080 3.6643 -0.2703 -0.26 -2.13 -0.13 0.15
F -3.4577 -2.8000 -1.1827 0.74 -1.03 0.13 -0.16
H 4.3224 -0.7670 1.5063 0.27 0.37 0.17 0.12
N -3.8403 1.0923 1.0179 0.99 1.03 0.50 0.16
H -3.1371 0.3150 -3.2239 -0.02 -0.89 0.23 0.08
H -4.6678 1.4952 1.3998 -0.28 0.22 0.34 0.08
F -2.9158 -4.0819 -3.0560 0.21 -0.08 0.35 -0.11
H -0.9263 3.6254 -3.4915 -0.38 -0.69 -0.11 0.13
H -3.8023 1.6854 -3.9456 -1.05 0.62 -0.77 0.09
H -0.0363 -3.8793 0.2636 -0.02 0.23 0.18 0.06
C 2.9575 -1.9198 2.6809 1.11 -1.57 -2.24 -0.19
C 2.6877 0.5481 -0.2723 -1.29 -1.65 0.74 -0.03
H 1.6800 6.0483 1.6225 0.25 -0.15 -0.54 0.11
N 1.0942 -1.0989 0.7018 1.29 0.51 -0.45 -0.07
H 3.5358 -1.9464 3.5867 0.13 0.53 0.58 0.10
F -1.4316 -2.4330 -3.6728 0.18 -0.38 0.47 -0.15
N -1.7150 3.0675 -3.8213 1.17 4.16 -1.20 0.18
O -0.3673 4.7459 1.4734 1.00 -0.33 -1.33 0.00
O -1.6373 1.2693 0.4760 -1.26 1.31 1.21 -0.11
H 2.9374 0.1805 2.2132 0.40 -0.29 -0.24 0.13
H 0.3898 -1.8351 -1.0166 -0.04 0.87 0.62 0.12
O -0.9716 1.4534 -2.5880 -0.22 -0.66 0.59 -0.06
H 3.7401 0.7634 -0.2708 0.45 0.24 -0.58 0.08
H -1.0947 -2.3585 2.7957 -0.50 -0.67 0.42 0.09
H 2.1569 0.5077 -1.2359 0.57 0.60 0.23 0.09
H -3.3421 3.3689 2.1461 0.98 0.22 -0.16 0.12
H 2.3297 5.3964 0.1219 0.33 0.46 0.46 0.09
C 3.0940 -1.9212 -0.6427 -0.54 2.45 0.07 0.00
```
Positions in Å, forces in eV/Å.

Calculated values
E_tot	-57377.001	eV
total charge	0
HOMO level	-0.32076	Eh
E_LUMO	0.1	eV
largest force on an atom	4.5	eV/Å